a.
# H20NO8

9 unconnected molecules or ions with the total composition H20NO8 (ωB97M-V with the def2-TZVPD basis set, the Open Molecules 2025 dataset).

Geometry (Å):
N (38.1600, 4.9810, 38.3310)
H (38.0190, 4.8720, 39.4700)
H (37.9820, 4.0310, 37.8750)
H (38.9300, 5.3570, 38.1490)
H (37.2520, 5.4550, 37.7960)
O (40.2450, 3.5960, 36.6360)
H (40.7710, 4.2320, 36.2970)
H (40.8860, 3.0200, 36.9550)
O (35.5780, 3.7680, 35.8680)
H (36.4140, 3.1880, 36.0860)
H (34.8200, 3.2210, 35.7020)
O (40.5360, 3.3440, 39.7760)
H (40.9840, 4.1850, 40.0650)
H (41.0210, 2.9490, 39.1270)
O (40.3280, 6.2660, 40.1500)
H (40.9310, 6.9540, 40.1950)
H (39.8780, 6.3770, 41.0520)
O (36.3560, 2.5870, 39.7220)
H (35.6340, 2.4330, 39.2470)
H (36.4070, 1.9800, 40.5580)
O (38.0170, 5.9010, 42.0010)
H (38.8640, 6.1650, 42.4720)
H (37.3510, 6.1060, 42.4870)
O (38.4900, 3.1360, 42.2180)
H (37.9780, 3.8700, 41.9940)
H (39.4070, 3.2250, 41.7400)
O (38.0070, 1.9610, 36.7590)
H (38.3310, 1.4270, 37.5220)
H (38.7730, 2.4410, 36.5460)

Its total charge is +1. The value obtained for the gap between HOMO and LUMO is 10.5 eV. The value obtained for the HOMO energy is -13.83 eV. Its spin multiplicity is 1.

Now the Löwdin charges, all in e: 0.2918, 0.2025, 0.1073, -0.0318, 0.2403, 0.0442, 0.0197, 0.0355, -0.1031, 0.0503, 0.0221, -0.0280, 0.0600, -0.0265, -0.0312, 0.0196, 0.0646, -0.0405, -0.0507, 0.1203, 0.0200, 0.1091, -0.0410, -0.0749, -0.0614, 0.0727, -0.0363, 0.0858, -0.0407

***

b.
# H20NO8

A molecular structure, H20NO8 (ωB97M-V with the def2-TZVPD basis set, the Open Molecules 2025 dataset).

Geometry (Å):
N (0.4743, -0.0341, 0.0396)
H (-0.1807, -0.6381, -0.4824)
H (0.7813, -0.5261, 0.7336)
H (0.0243, 0.7859, 0.2056)
H (1.3993, 0.1119, -0.2384)
O (0.7473, 0.6659, -2.2884)
H (1.5363, 0.4499, -2.6664)
H (-0.0717, 0.4949, -2.7554)
O (-1.0567, 3.3769, 1.7286)
H (-1.3237, 2.5609, 2.1646)
H (-1.2157, 3.1199, 0.8366)
O (3.2403, -2.0921, 0.0626)
H (4.0033, -1.5961, 0.1256)
H (2.7743, -2.2561, -0.8404)
O (-1.7797, 0.1539, -3.1204)
H (-2.4767, 0.2739, -3.7924)
H (-2.0457, 0.0699, -2.2054)
O (-1.3147, 2.6229, -0.3394)
H (-2.2557, 2.6139, -0.3964)
H (-1.1847, 3.1059, -1.0264)
O (-0.7297, -2.2191, 2.6396)
H (-1.5577, -2.3951, 3.3046)
H (-0.9847, -2.5421, 1.8656)
O (-0.8507, -3.0931, -0.0424)
H (-1.3327, -3.0071, -0.8604)
H (-0.3037, -3.7981, -0.3464)
O (2.0353, 1.2049, 2.1796)
H (1.2063, 1.7869, 2.5486)
H (2.4433, 0.7989, 2.9666)

Its total charge is +1. The value obtained for the gap between HOMO and LUMO is 10.0 eV. The value obtained for the HOMO energy is -13.59 eV. Its spin multiplicity is 1.

Now the Löwdin charges, all in e: 0.3495, 0.1456, 0.0383, 0.0715, 0.1071, -0.0120, 0.0113, -0.0002, -0.0504, 0.0277, -0.1773, -0.0543, -0.0075, 0.0984, -0.0386, 0.0939, 0.0397, 0.1282, 0.1135, 0.0110, -0.0670, 0.1487, -0.1274, -0.0126, 0.0516, 0.0538, -0.1185, 0.1259, 0.0500

***

Bottom line: a, by a margin of 113.2 kJ/mol.

***

a.
# C4H7NO3

C4H7NO3 in the gas phase (ωB97M-V with the def2-TZVPD basis set, the Open Molecules 2025 dataset).

Geometry (Å):
O (0.3481, 1.5250, 1.5961)
C (0.0491, 0.8645, 0.6212)
N (0.6789, -0.3862, 0.4042)
C (-0.0174, -1.5224, -0.0906)
O (0.4090, -2.5721, 0.7289)
O (-0.7152, -1.5712, -1.0122)
C (-0.8275, 1.6436, -0.3479)
C (-0.0179, 1.9626, -1.6406)
H (1.3396, -0.4514, 1.2529)
H (0.7890, -3.4984, 0.5221)
H (-1.1426, 2.6524, 0.1508)
H (-1.8328, 1.0225, -0.6753)
H (-0.2249, 2.9516, -2.1262)
H (1.1091, 2.0879, -1.4401)
H (-0.2435, 1.1957, -2.2680)

The value obtained for the gap between HOMO and LUMO is 10.4 eV. As for the structure (SMILES): CCC(=O)NC(=O)O. The value obtained for the HOMO energy is -10.03 eV. Its spin multiplicity is 1.

Now the Löwdin charges, all in e: 0.0655, -0.4672, 0.1628, -0.5593, 0.0328, 0.1755, -0.1669, -0.1046, 0.1890, 0.1691, 0.1365, 0.1586, 0.0829, 0.1074, 0.0179

***

b.
# C4H7NO3

A molecular structure, C4H7NO3 (ωB97M-V with the def2-TZVPD basis set, the Open Molecules 2025 dataset).

Geometry (Å):
O (-0.7582, 2.1012, 2.1560)
C (-0.2104, 1.1981, 1.5607)
O (1.8258, -0.6159, 0.1269)
C (-0.9640, -0.0180, 1.2057)
C (-0.5044, -0.7470, 0.0910)
C (-0.7313, 0.0019, -1.2757)
N (0.4376, 0.3769, -1.7866)
O (-1.8234, 0.0289, -1.7748)
H (2.6758, -0.8272, 0.4879)
H (-1.9603, -0.3135, 1.5255)
H (0.8404, 1.2744, 1.2640)
H (-1.1019, -1.6569, 0.0575)
H (0.6176, -0.9952, 0.2901)
H (0.5129, 0.2626, -2.7796)
H (1.1436, -0.0703, -1.1487)

The value obtained for the gap between HOMO and LUMO is 7.2 eV. The value obtained for the HOMO energy is -9.84 eV. Its spin multiplicity is 1.

Now the Löwdin charges, all in e: 0.0863, -0.2091, -0.2546, 0.0977, -0.1125, -0.5173, 0.1824, 0.1144, 0.0122, 0.1452, 0.1276, 0.1302, 0.0342, 0.1205, 0.0427

***

Bottom line: a, by a margin of 378.9 kJ/mol.

***

a.
# C4H7NO3

C4H7NO3 in the gas phase (ωB97M-V with the def2-TZVPD basis set, the Open Molecules 2025 dataset).

Geometry (Å):
C (-1.1650, 1.3065, 0.2699)
C (-0.3663, 0.2073, -0.2769)
C (-1.0477, -0.6127, -1.1598)
C (0.9783, 0.0641, 0.3859)
H (0.3977, 2.2362, 0.5785)
H (-2.0297, 1.1262, -0.5163)
H (-1.3153, 1.1418, 1.3526)
H (-0.5678, -1.3817, -1.8570)
H (-2.0172, -0.5653, -1.5449)
H (2.2969, -1.0784, 1.2862)
H (1.1110, -2.4662, -0.6654)
N (1.6606, -1.1439, 0.4877)
O (-0.4560, 2.5991, 0.2013)
O (1.5572, 0.9369, 1.1606)
O (0.9633, -2.3699, 0.2976)

The value obtained for the gap between HOMO and LUMO is 9.7 eV. As for the structure (SMILES): C=C(CO)C(=O)NO. The value obtained for the HOMO energy is -10.15 eV. Its spin multiplicity is 1.

Now the Löwdin charges, all in e: -0.2148, -0.2003, 0.1054, -0.3036, 0.0536, 0.1444, 0.1354, 0.0900, 0.0458, 0.1555, 0.1019, 0.0085, -0.0841, -0.0112, -0.0266

***

b.
# C4H7NO3

A molecular structure, C4H7NO3 (ωB97M-V with the def2-TZVPD basis set, the Open Molecules 2025 dataset).

Geometry (Å):
O (1.4858, -0.4942, -2.4974)
C (1.3228, -0.9430, -1.3980)
C (0.6694, -0.1430, -0.2824)
C (-0.8519, 0.0387, -0.4690)
C (-1.2249, 1.0526, 0.6575)
O (-1.2609, 2.1940, 0.3494)
O (-1.5219, 0.4258, 1.8424)
N (1.1417, -0.5817, 1.0117)
H (1.5767, -2.0019, -1.2042)
H (1.0534, 0.8642, -0.4968)
H (-1.0665, 0.5550, -1.3958)
H (-1.4159, -0.8878, -0.3587)
H (-2.3652, 0.6271, 1.2055)
H (1.9926, -0.1422, 1.2803)
H (0.4647, -0.5635, 1.7554)

The value obtained for the gap between HOMO and LUMO is 9.9 eV. The value obtained for the HOMO energy is -9.57 eV. Its spin multiplicity is 1.

Now the Löwdin charges, all in e: 0.0648, -0.2278, -0.3648, -0.0299, -0.6049, 0.1621, 0.0769, 0.0700, 0.1256, 0.1489, 0.1280, 0.1266, 0.1844, 0.0778, 0.0623

***

c.
# C4H7NO3

C4H7NO3 in the gas phase (ωB97M-V with the def2-TZVPD basis set, the Open Molecules 2025 dataset).

Geometry (Å):
C (-1.7285, 0.1315, 1.0440)
C (1.3099, 0.6125, -0.5193)
C (0.3335, -0.4364, -0.3358)
C (-0.9136, 0.2017, -0.2021)
N (0.6287, -1.6898, 0.2216)
O (2.5979, 0.2945, -0.2666)
O (-1.5277, 0.8541, -1.2136)
O (0.9208, 1.7845, -0.6582)
H (3.0829, 1.1356, -0.3507)
H (-0.8574, 1.0283, -1.9032)
H (0.3120, -2.4545, -0.3666)
H (1.6218, -1.7890, 0.4258)
H (-2.7935, 0.2833, 0.8663)
H (-1.6277, -0.8482, 1.5203)
H (-1.3592, 0.8920, 1.7381)

The value obtained for the gap between HOMO and LUMO is 8.2 eV. As for the structure (SMILES): C/C(O)=C(\N)C(=O)O. The value obtained for the HOMO energy is -7.66 eV. Its spin multiplicity is 1.

Now the Löwdin charges, all in e: 0.0050, -0.5008, -0.2426, -0.2678, 0.0821, 0.1025, 0.0937, 0.0173, 0.1302, 0.1321, 0.0883, 0.0846, 0.0851, 0.0858, 0.1045

***

d.
# C4H7NO3

C4H7NO3 in the gas phase (ωB97M-V with the def2-TZVPD basis set, the Open Molecules 2025 dataset).

Geometry (Å):
O (2.0342, -0.9809, -0.3417)
C (1.4865, -0.0032, 0.0654)
O (2.1503, 1.0231, 0.6890)
C (-0.0337, 0.2716, 0.0805)
C (-0.8072, -1.0328, 0.0187)
C (-2.1838, -0.7576, -0.5531)
O (-2.3897, 0.0561, -1.4148)
N (-0.4932, 1.2294, 1.0645)
H (3.0919, 0.8071, 0.8014)
H (-0.2076, 0.7347, -0.9086)
H (-0.2287, -1.6765, -0.6600)
H (-0.7766, -1.5991, 0.9622)
H (-3.0845, -1.2706, -0.1437)
H (-0.5535, 0.8170, 1.9869)
H (0.0943, 2.0349, 1.1217)

The value obtained for the gap between HOMO and LUMO is 10.1 eV. As for the structure (SMILES): N[C@H](CC=O)C(=O)O. The value obtained for the HOMO energy is -9.54 eV. Its spin multiplicity is 1.

Now the Löwdin charges, all in e: 0.1191, -0.4587, 0.0780, -0.3298, -0.1054, -0.2445, 0.0550, 0.0713, 0.1280, 0.1537, 0.1273, 0.1291, 0.1235, 0.0841, 0.0692

***

Bottom line: d, by a margin of 101.2 kJ/mol.

***

a.
# C4H7NO3

C4H7NO3 in the gas phase (ωB97M-V with the def2-TZVPD basis set, the Open Molecules 2025 dataset).

Geometry (Å):
C (-1.3200, -0.4795, 0.7083)
C (-1.3737, 0.7235, -0.2380)
C (0.1998, 0.9846, -0.6852)
C (1.4128, 0.1158, -0.1018)
H (-0.6866, -1.4082, -0.6592)
H (-2.2526, -0.5000, 1.1483)
H (-0.1802, -0.3345, 1.2815)
H (-2.2379, 0.8008, -0.8598)
H (-0.9288, 2.6375, -0.1673)
H (0.4799, 1.5242, -1.6278)
H (1.4295, -2.1113, -0.1812)
N (-0.6640, 1.7920, 0.2113)
O (-1.3670, -1.6990, 0.0834)
O (1.0843, -1.2167, -0.7399)
O (2.2215, 0.2634, 0.8423)

The value obtained for the gap between HOMO and LUMO is 9.7 eV. As for the structure (SMILES): O=C(O)[C@@H]1N[C@@H]1CO. The value obtained for the HOMO energy is -9.42 eV. Its spin multiplicity is 1.

Now the Löwdin charges, all in e: -0.2753, -0.2148, -0.0948, -0.3028, 0.1062, 0.0949, 0.1814, 0.1420, 0.0835, 0.1412, 0.2243, 0.0328, -0.0908, -0.1031, 0.0754

***

b.
# C4H7NO3

C4H7NO3 in the gas phase (ωB97M-V with the def2-TZVPD basis set, the Open Molecules 2025 dataset).

Geometry (Å):
C (-0.5232, 2.3507, 0.0283)
C (-1.0973, -1.3300, -0.2137)
C (0.2013, -1.3545, 0.5376)
O (-0.0233, 1.2106, 0.7162)
O (0.4225, -2.0816, 1.4979)
H (-1.4427, 2.6776, 0.5203)
H (0.2085, 3.1629, 0.0649)
H (-0.7489, 2.0917, -1.0102)
H (-0.9607, -0.8818, -1.2015)
H (-1.8387, -0.7573, 0.3482)
H (-1.4503, -2.3555, -0.3531)
N (2.3915, -1.0326, -0.5207)
C (1.3285, -0.4917, -0.0167)
O (1.1984, 0.8441, 0.0098)
H (2.3345, -2.0527, -0.4075)

The value obtained for the gap between HOMO and LUMO is 10.6 eV. As for the structure (SMILES): [H]/N=C(/OOC)C(C)=O. The value obtained for the HOMO energy is -9.93 eV. Its spin multiplicity is 1.

Now the Löwdin charges, all in e: -0.0595, -0.0024, -0.3755, -0.1276, 0.1031, 0.1012, 0.0936, 0.0926, 0.0904, 0.0947, 0.0942, 0.1735, -0.3739, 0.0278, 0.0679

***

Bottom line: b, by a margin of 73.2 kJ/mol.